Record 1
{
  "formula": "ClH2O2PS2",
  "method": "ωB97M-V/def2-TZVPD",
  "homo_ev": -9.18,
  "total_charge": 0,
  "orbital_gap_ev": 9.23,
  "elements": ["O", "O", "P", "S", "S", "Cl", "H", "H"],
  "coordinates": [[1.2292, 0.6327, -0.8977], [0.1642, 0.4574, 1.3185], [0.4135, -0.4089, 0.0453], [-1.5567, -0.4099, -0.7672], [0.8324, -2.3804, 0.2609], [-2.0128, 1.4701, -0.3269], [0.9521, 0.4832, -1.8584], [-0.0219, 0.1558, 2.2255]],
  "forces_ev_per_angstrom": [[-0.85, -1.08, -0.71], [0.80, 1.01, 0.99], [-0.83, -2.72, -0.54], [0.70, -0.94, -0.19], [-0.07, 2.80, -0.40], [-0.59, 1.12, -0.08], [0.59, 0.24, 1.78], [0.26, -0.43, -0.87]]
}

***

Record 2
{
  "formula": "C12H16Cl2",
  "method": "ωB97M-V/def2-TZVPD",
  "homo_ev": [-6.02, -9.38],
  "multiplicity": 3,
  "total_charge": 0,
  "s2": 2.01,
  "orbital_gap_ev": [6.83, 6.67],
  "elements": ["C", "C", "C", "C", "C", "C", "C", "C", "C", "C", "C", "C", "Cl", "Cl", "H", "H", "H", "H", "H", "H", "H", "H", "H", "H", "H", "H", "H", "H", "H", "H"],
  "coordinates": [[4.6967, -0.6395, -0.6514], [4.5252, 0.0856, 0.6084], [3.6373, -1.1009, -1.3232], [3.3686, 0.6841, 0.9074], [0.9308, 0.1675, 2.4312], [0.7108, 0.6401, 1.1695], [2.2538, -0.6732, -0.8510], [2.1610, 0.6080, 0.0340], [-3.7593, -0.4066, -1.1833], [-0.6664, 0.9943, 0.6732], [-2.7649, 0.5795, -0.6730], [-1.5917, -0.0944, 0.1937], [1.6665, -2.1207, 0.0791], [1.8370, 2.0655, -0.9771], [5.7400, -1.0046, -0.8512], [5.3333, 0.3182, 1.3284], [3.5757, -1.7043, -2.2665], [3.2559, 0.9239, 1.9313], [0.0634, 0.0557, 3.1021], [1.8795, -0.2483, 2.7684], [1.5375, -0.7269, -1.6393], [-4.3481, -0.6855, -0.2948], [-4.4198, -0.0714, -1.9643], [-3.2376, -1.3416, -1.4658], [-1.1969, 1.3434, 1.5687], [-0.7401, 1.5925, -0.1902], [-2.4427, 1.0867, -1.5419], [-3.3438, 1.3733, -0.1709], [-1.1140, -0.8432, -0.4485], [-2.1060, -0.4637, 1.0477]],
  "forces_ev_per_angstrom": [[5.08, 1.80, 5.83], [4.98, -2.94, -4.40], [-5.30, -0.14, -2.98], [-4.85, 1.21, 0.23], [-0.85, 0.47, -1.87], [2.68, -1.69, -0.13], [0.72, -0.31, 0.11], [-2.33, -0.50, 2.77], [-0.09, -2.00, 1.56], [0.17, -0.72, 1.08], [0.31, 0.09, 0.64], [-1.69, 0.62, -1.75], [-0.16, -0.62, 0.72], [0.51, -0.02, -0.37], [-1.20, 0.39, 0.02], [-0.02, -0.53, -1.01], [0.68, 0.65, 1.16], [-0.48, 0.85, 0.66], [0.53, 0.26, -0.22], [-0.29, 0.20, -0.11], [-0.30, 0.68, -0.70], [-0.34, -0.23, -0.50], [-0.11, 0.23, -0.28], [-0.36, 0.40, -0.30], [0.24, 0.93, -0.48], [0.85, 1.93, -0.31], [1.42, 0.67, -0.92], [0.54, -0.26, 0.56], [-0.14, -0.11, 0.42], [-0.18, -1.33, 0.57]]
}

***

Record 3
{
  "formula": "C42H42BNa3O14",
  "method": "ωB97M-V/def2-TZVPD",
  "homo_ev": -5.91,
  "total_charge": 0,
  "orbital_gap_ev": 1.01,
  "elements": ["Na", "Na", "Na", "B", "H", "H", "H", "H", "C", "C", "C", "O", "H", "H", "H", "H", "H", "H", "H", "C", "C", "C", "O", "H", "H", "H", "H", "H", "H", "H", "C", "C", "C", "O", "C", "C", "C", "O", "H", "H", "H", "H", "C", "C", "C", "O", "C", "C", "C", "O", "H", "H", "H", "H", "C", "C", "C", "O", "C", "C", "C", "O", "H", "H", "H", "H", "C", "C", "C", "O", "C", "C", "C", "O", "H", "H", "H", "H", "C", "C", "C", "O", "C", "C", "C", "O", "H", "H", "H", "H", "C", "C", "C", "O", "C", "C", "C", "O", "H", "H", "H", "H"],
  "coordinates": [[2.1818, -0.2036, -1.4191], [-1.4514, 0.6110, -0.9026], [-0.6681, -1.9669, -2.4618], [0.5997, -0.4668, 0.4045], [-2.9273, -10.7659, 0.0327], [-11.6234, 2.5958, 5.4678], [-1.0715, 0.4970, -10.3281], [-8.8385, 1.7594, 3.3814], [-3.3093, -2.3151, -3.7619], [-3.5527, -1.1183, -2.7441], [-4.6175, -1.4558, -1.6317], [-2.3958, -0.6741, -2.1050], [-2.5125, -2.0692, -4.4771], [-4.2699, -2.3607, -4.2399], [-3.0950, -3.2921, -3.3777], [-4.0783, -0.2762, -3.3388], [-4.8182, -0.5164, -1.0656], [-4.2084, -2.1986, -0.9710], [-5.5290, -1.8010, -2.1231], [2.0945, -3.5791, -2.6626], [2.2114, -2.3192, -3.5218], [2.0074, -2.6877, -5.0256], [1.3527, -1.3985, -3.1450], [2.9816, -4.1932, -2.9314], [1.2243, -4.0452, -3.0572], [2.0273, -3.3557, -1.5880], [3.3073, -1.9031, -3.5543], [2.7099, -3.4855, -5.3481], [2.1498, -1.7539, -5.5642], [0.9201, -2.9916, -5.2173], [6.0524, 1.7374, 0.0502], [6.8998, 2.7363, 0.4308], [6.5059, 4.1545, 0.3666], [7.3125, 5.0104, 0.4218], [5.0810, 4.4330, 0.2058], [4.1697, 3.5187, -0.1560], [4.6508, 2.0982, -0.2904], [3.8736, 1.2139, -0.7272], [6.2895, 0.6834, -0.0023], [8.0057, 2.5641, 0.4842], [4.8682, 5.4445, 0.3468], [3.1623, 3.6891, -0.2764], [-2.4026, -5.8032, -1.0141], [-2.8573, -6.6082, -0.0497], [-2.9005, -6.1277, 1.3466], [-3.4245, -6.6497, 2.2730], [-2.3476, -4.7587, 1.6251], [-1.8488, -3.9891, 0.6964], [-1.7849, -4.4933, -0.7287], [-1.1397, -3.8828, -1.5910], [-2.3850, -6.2311, -2.0502], [-3.1405, -7.6526, -0.1916], [-2.4589, -4.5152, 2.6817], [-1.3450, -3.0544, 0.7949], [0.0965, -1.8618, 3.4039], [-0.9882, -1.0453, 3.4764], [-1.5363, -0.5586, 4.6836], [-2.3563, 0.3263, 4.6037], [-1.0855, -1.1078, 5.9236], [-0.1063, -2.0814, 5.8619], [0.4941, -2.6209, 4.6408], [1.2557, -3.5421, 4.7203], [0.5402, -2.3036, 2.5373], [-1.2628, -0.5157, 2.5504], [-1.5944, -0.8028, 6.8788], [0.2099, -2.4653, 6.8561], [0.1133, 0.8304, -5.6874], [-0.0639, 0.8897, -4.3542], [0.6997, 1.8808, -3.5486], [0.5879, 1.9680, -2.3292], [1.6920, 2.7571, -4.2748], [1.9557, 2.6156, -5.5818], [1.0649, 1.7409, -6.4418], [1.1227, 1.7594, -7.6705], [-0.3968, 0.1372, -6.3317], [-0.7456, 0.1810, -3.7227], [2.3236, 3.4574, -3.6770], [2.5937, 3.2736, -6.1330], [-1.9813, 3.3257, 3.8449], [-1.9239, 2.6812, 2.6833], [-1.9117, 3.3859, 1.4114], [-1.9861, 2.7590, 0.3285], [-1.7979, 4.8627, 1.4804], [-1.6914, 5.4813, 2.6594], [-1.7459, 4.7937, 3.9800], [-1.4904, 5.3464, 5.0184], [-1.9683, 2.8417, 4.8089], [-1.8669, 1.6014, 2.6830], [-1.7840, 5.3352, 0.4943], [-1.5769, 6.6114, 2.7537], [2.0462, 1.2818, 3.3583], [1.8706, 2.1485, 2.3452], [1.7592, 3.5953, 2.6098], [1.6611, 4.3692, 1.6877], [1.6772, 4.0907, 3.9942], [1.6948, 3.2416, 5.0119], [1.7345, 1.7656, 4.7941], [1.6369, 0.9292, 5.6884], [2.1388, 0.1924, 3.2055], [1.9010, 1.9183, 1.2883], [1.6825, 5.1724, 4.0613], [1.6712, 3.5696, 6.0550]],
  "forces_ev_per_angstrom": [[0.68, 0.04, -0.78], [-0.15, 1.04, 0.49], [0.09, -0.02, -0.35], [-0.21, -0.11, 0.56], [0.01, 0.11, -0.03], [0.74, -0.22, -0.55], [0.00, -0.02, 0.05], [-0.74, 0.22, 0.55], [-0.47, 1.87, 0.61], [-0.20, 0.23, 0.64], [0.48, 0.95, -1.33], [-0.40, -0.46, -1.06], [-0.32, 0.16, -0.04], [-0.28, -0.40, -0.88], [0.15, -0.46, 0.80], [0.95, -0.99, 0.37], [0.08, -0.73, -0.36], [0.07, -0.45, 0.40], [-0.18, -0.09, 0.32], [1.90, 0.34, -0.78], [2.32, -0.91, -1.42], [-0.92, -0.42, 0.42], [-1.94, 2.50, 1.41], [-0.59, -0.10, 0.65], [-0.94, -0.84, 0.21], [0.07, -0.18, -0.30], [-0.95, -0.68, 0.49], [-0.47, 0.53, -0.06], [0.21, -0.11, -0.36], [1.36, 0.13, 0.33], [0.18, 1.77, 0.82], [0.84, -2.16, -1.43], [-1.49, -2.48, 0.09], [1.95, 2.29, 0.18], [-0.96, -0.86, -0.54], [3.38, -1.13, 0.79], [-1.65, -1.29, -0.96], [1.39, 1.64, 0.86], [0.21, 0.08, -0.10], [-1.17, 0.06, 0.44], [-0.69, 1.53, 0.13], [-2.10, 0.49, -0.36], [-0.15, -1.29, -1.16], [0.27, -0.35, 0.35], [0.54, 2.29, -0.87], [-0.96, -1.88, 1.15], [-0.47, -0.68, 1.05], [0.70, -0.15, -2.34], [0.81, 0.55, -0.14], [-1.12, -1.06, 1.30], [0.17, 0.89, 0.93], [-0.15, 0.32, -0.24], [0.29, 0.22, -0.24], [-0.05, 0.76, 0.46], [-1.52, -1.10, 1.10], [3.24, -0.82, -3.38], [-0.97, 0.66, 0.69], [-0.94, 0.98, 0.35], [1.53, -2.30, 1.42], [-2.18, 1.77, 2.94], [-0.39, 1.75, 0.39], [0.53, -0.73, -0.75], [0.19, 0.42, -0.91], [-0.34, -0.46, 0.41], [0.82, -0.23, -1.14], [0.06, -0.10, -1.07], [0.24, 0.60, 0.20], [-0.69, -0.91, 0.59], [0.50, 0.09, -0.38], [-0.07, -0.33, -0.20], [0.94, 0.04, 0.19], [-1.79, -0.13, -0.03], [0.18, -0.29, -0.44], [-0.10, -0.01, 2.05], [-0.24, -0.27, 0.00], [1.08, 1.51, -1.51], [-0.87, -0.62, -0.31], [0.63, 0.13, -0.08], [0.63, 0.40, 1.10], [0.02, -0.52, 0.64], [-0.05, -0.88, -1.93], [0.28, 1.33, 1.94], [-0.01, -0.23, -0.41], [-0.02, 2.47, -0.02], [0.03, -0.72, -1.68], [-0.15, 0.01, 0.23], [-0.20, -0.53, -0.02], [-0.32, 0.02, -0.17], [0.06, 0.19, 0.51], [-0.13, -1.60, -0.36], [-1.41, 0.32, 0.25], [0.72, -0.36, 0.71], [-0.85, -0.26, 0.14], [0.15, 0.56, -0.67], [0.53, -0.02, -0.18], [-0.34, -0.24, 0.90], [1.28, -1.53, -0.34], [-0.19, 1.38, -1.01], [0.11, 0.69, 0.16], [0.10, -0.39, -0.05], [-0.13, -0.06, 0.32], [-0.09, -0.13, -0.33]]
}

***

> Which formula does entry 3 have?

C42H42BNa3O14

***

What did the second record say?
{
  "formula": "C12H16Cl2",
  "method": "ωB97M-V/def2-TZVPD",
  "homo_ev": [-6.02, -9.38],
  "multiplicity": 3,
  "total_charge": 0,
  "s2": 2.01,
  "orbital_gap_ev": [6.83, 6.67],
  "elements": ["C", "C", "C", "C", "C", "C", "C", "C", "C", "C", "C", "C", "Cl", "Cl", "H", "H", "H", "H", "H", "H", "H", "H", "H", "H", "H", "H", "H", "H", "H", "H"],
  "coordinates": [[4.6967, -0.6395, -0.6514], [4.5252, 0.0856, 0.6084], [3.6373, -1.1009, -1.3232], [3.3686, 0.6841, 0.9074], [0.9308, 0.1675, 2.4312], [0.7108, 0.6401, 1.1695], [2.2538, -0.6732, -0.8510], [2.1610, 0.6080, 0.0340], [-3.7593, -0.4066, -1.1833], [-0.6664, 0.9943, 0.6732], [-2.7649, 0.5795, -0.6730], [-1.5917, -0.0944, 0.1937], [1.6665, -2.1207, 0.0791], [1.8370, 2.0655, -0.9771], [5.7400, -1.0046, -0.8512], [5.3333, 0.3182, 1.3284], [3.5757, -1.7043, -2.2665], [3.2559, 0.9239, 1.9313], [0.0634, 0.0557, 3.1021], [1.8795, -0.2483, 2.7684], [1.5375, -0.7269, -1.6393], [-4.3481, -0.6855, -0.2948], [-4.4198, -0.0714, -1.9643], [-3.2376, -1.3416, -1.4658], [-1.1969, 1.3434, 1.5687], [-0.7401, 1.5925, -0.1902], [-2.4427, 1.0867, -1.5419], [-3.3438, 1.3733, -0.1709], [-1.1140, -0.8432, -0.4485], [-2.1060, -0.4637, 1.0477]],
  "forces_ev_per_angstrom": [[5.08, 1.80, 5.83], [4.98, -2.94, -4.40], [-5.30, -0.14, -2.98], [-4.85, 1.21, 0.23], [-0.85, 0.47, -1.87], [2.68, -1.69, -0.13], [0.72, -0.31, 0.11], [-2.33, -0.50, 2.77], [-0.09, -2.00, 1.56], [0.17, -0.72, 1.08], [0.31, 0.09, 0.64], [-1.69, 0.62, -1.75], [-0.16, -0.62, 0.72], [0.51, -0.02, -0.37], [-1.20, 0.39, 0.02], [-0.02, -0.53, -1.01], [0.68, 0.65, 1.16], [-0.48, 0.85, 0.66], [0.53, 0.26, -0.22], [-0.29, 0.20, -0.11], [-0.30, 0.68, -0.70], [-0.34, -0.23, -0.50], [-0.11, 0.23, -0.28], [-0.36, 0.40, -0.30], [0.24, 0.93, -0.48], [0.85, 1.93, -0.31], [1.42, 0.67, -0.92], [0.54, -0.26, 0.56], [-0.14, -0.11, 0.42], [-0.18, -1.33, 0.57]]
}